Below is a cluster of 8 separate species, C51H113N5O8S3 in total, with properties calculated with the ωB97M-V functional and the def2-TZVPD basis.

Properties
Lowest unoccupied orbital energy (alpha / beta) ... -2.84 / -6.84 eV
E ... -111035.528 eV
Spin multiplicity ... 2
⟨S²⟩ ... 0.75
Total charge ... +1
Largest force on an atom ... 0.070 hartree/bohr
Gap between HOMO and LUMO (alpha / beta) ... 0.235 / 0.088 Ha

XYZ file:
```
180
Properties=species:S:1:pos:R:3:forces:R:3:mulliken_spin:R:1
C 2.05660 -3.67773 -2.56357 0.98 0.34 -0.15 0.00
S 3.79783 -3.17107 -2.71244 0.35 -0.03 -3.08 0.00
O 4.17970 -3.44133 -4.19969 -0.75 0.35 2.70 0.00
C 3.56895 -1.38089 -2.57722 0.16 0.28 0.65 0.00
H 2.10041 -4.76227 -2.66332 -0.34 0.15 -0.08 0.00
H 1.58356 -3.16729 -3.40249 -0.31 -0.28 0.09 0.00
H 1.64955 -3.40569 -1.58971 -0.07 -0.03 -0.12 0.00
H 4.43491 -0.88157 -3.01186 0.11 -0.27 0.05 0.00
H 3.56460 -1.20204 -1.50200 0.11 0.16 0.10 0.00
H 2.67709 -0.89609 -2.97429 -0.16 -0.60 -0.39 0.00
C -6.72013 4.07963 1.75545 0.09 -0.58 -0.56 0.00
S -7.27590 2.33309 1.34390 -1.26 -0.03 -0.39 0.00
O -8.81568 2.24427 1.32434 2.88 0.61 -0.20 0.00
C -6.65237 2.23649 -0.45899 -0.68 1.24 1.39 0.00
H -7.23970 4.79858 1.12201 -0.20 -0.01 0.28 0.00
H -5.65023 4.18314 1.57463 0.08 -0.37 -0.48 0.00
H -6.79721 4.27180 2.82560 -0.73 -0.15 -0.10 0.00
H -7.09766 3.09552 -0.96088 -0.51 -0.37 -0.24 0.00
H -6.98726 1.26053 -0.81032 0.18 0.27 -0.11 0.00
H -5.58501 2.44621 -0.52881 0.13 -0.63 0.35 0.00
C -2.67068 -4.32577 3.01858 0.33 -0.33 -0.01 0.00
S -3.23049 -5.17001 1.48948 2.11 -1.30 0.23 0.00
O -2.06589 -5.05830 0.52424 -0.85 0.17 0.60 0.00
C -2.84279 -6.82244 2.22671 -0.98 -0.24 0.13 0.00
H -3.15741 -4.75895 3.89240 -0.16 0.02 -0.11 0.00
H -2.75190 -3.23927 3.05050 -0.22 -0.12 -0.49 0.00
H -1.62185 -4.62237 3.02726 0.11 0.22 0.18 0.00
H -1.81164 -6.95197 2.55542 0.04 0.82 0.12 0.00
H -2.98080 -7.66544 1.54967 -0.41 0.47 -0.51 0.00
H -3.55293 -6.95378 3.04313 0.14 -0.15 0.19 0.00
C 0.24903 -0.36518 -1.28736 -0.59 -0.86 -0.24 0.00
C -0.76196 -0.93117 -0.27404 -0.88 -1.22 1.25 0.00
C -1.75741 0.14706 0.20577 -0.37 0.75 -0.78 0.00
C -2.82443 0.49633 -0.82182 0.06 -0.73 -0.10 0.00
C -3.64950 -0.78967 -1.16590 0.93 1.28 0.04 0.00
C -2.72730 -2.00376 -1.59924 -1.03 2.53 -0.57 0.00
N -1.62553 -2.13056 -0.57270 -1.39 0.95 -1.38 0.00
O -0.88790 -3.28198 -0.90545 0.79 0.99 -0.48 0.00
C -3.66329 -3.17525 -1.57123 -0.42 -0.66 0.74 0.00
C -2.32082 -1.73058 -3.07575 0.17 0.22 0.64 0.00
C -0.00763 -1.41397 0.96894 0.66 0.04 0.24 0.00
H 1.04241 -1.07576 -1.51916 0.03 -0.11 0.43 0.00
H 0.67263 0.52396 -0.82037 0.08 0.10 -0.44 0.00
H -0.19136 -0.18093 -2.26726 -0.15 0.51 0.20 0.00
H -2.30678 -0.10259 1.11350 0.45 -0.47 0.25 0.00
H -1.25359 1.10450 0.33837 0.58 -0.07 0.53 0.00
H -2.30144 1.00290 -1.63297 -0.09 -0.60 -0.78 0.00
H -3.40203 1.34492 -0.45525 -0.61 -0.27 0.37 0.00
H -4.41219 -0.51651 -1.89514 0.30 -0.36 -0.68 0.00
H -4.28609 -1.05969 -0.32332 0.38 -0.16 0.55 0.00
H -4.68262 -3.03871 -1.93238 0.26 0.81 -1.05 0.00
H -3.24607 -4.02828 -2.10635 -0.04 -0.36 0.72 0.00
H -3.97166 -3.26828 -0.52991 0.73 -1.11 0.39 0.00
H -1.45337 -2.31360 -3.38513 -0.05 -0.06 -0.01 0.00
H -3.17426 -1.94849 -3.71781 0.06 -0.24 -0.03 0.00
H -2.13010 -0.66753 -3.22284 0.30 -0.09 0.01 0.00
H -0.66241 -1.80541 1.74748 -0.37 0.18 -0.08 0.00
H 0.58177 -0.60317 1.39707 0.16 0.19 0.07 0.00
H 0.67644 -2.23671 0.76094 0.10 0.09 -0.31 0.00
H -1.24559 -3.86598 -0.23268 -0.11 -0.94 0.18 0.00
C -1.82211 1.46074 -5.32460 0.12 -0.14 -0.12 0.00
C -0.56998 2.38922 -5.35501 -0.82 0.25 -0.79 0.00
C -0.03036 2.43496 -6.83196 0.08 -0.28 1.71 0.00
C 0.99671 3.55107 -7.11346 0.03 -3.37 -1.24 0.00
C 0.29207 4.76227 -6.85794 -0.38 2.84 0.16 0.00
C -0.12585 4.94173 -5.40674 -0.69 1.95 0.66 0.00
N -0.99703 3.77369 -5.00578 0.54 1.09 -1.01 0.00
O -1.52400 3.94351 -3.68506 0.74 -0.50 -0.19 0.00
C 1.11972 5.23442 -4.53149 -0.12 -1.00 -0.56 0.00
C -0.97309 6.28003 -5.41971 -0.70 -0.75 -0.17 0.00
C 0.47987 1.76496 -4.43095 -0.74 0.98 -0.15 0.00
H -1.68838 0.65006 -6.04085 0.32 -0.28 0.15 0.00
H -2.79262 1.86024 -5.61891 0.24 0.77 -0.04 0.00
H -1.97937 1.02227 -4.33916 0.15 0.03 0.02 0.00
H 0.33529 1.41842 -6.97705 0.12 0.05 -0.43 0.00
H -0.88576 2.62536 -7.48013 0.02 -0.14 -0.16 0.00
H 1.16118 3.41757 -8.18267 0.46 0.33 -0.15 0.00
H 1.97695 3.51440 -6.63818 -0.15 -0.43 0.26 0.00
H -0.56337 4.87972 -7.52316 -0.24 -0.22 0.10 0.00
H 0.94837 5.59021 -7.12606 -0.05 0.46 0.20 0.00
H 1.68903 6.11676 -4.82382 -0.52 0.31 -0.19 0.00
H 0.83487 5.33175 -3.48388 0.26 -0.36 0.03 0.00
H 1.81109 4.42733 -4.77386 0.22 -0.19 0.94 0.00
H -1.65015 6.20493 -6.27062 -0.27 0.07 0.05 0.00
H -1.58361 6.49290 -4.54218 0.05 -0.49 0.26 0.00
H -0.43099 7.21487 -5.56220 0.67 -0.38 -0.13 0.00
H 0.69892 0.74045 -4.73175 0.02 0.01 0.11 0.00
H -0.03231 1.80955 -3.46982 0.66 -0.23 0.42 0.00
H 1.36972 2.39376 -4.46090 0.14 -0.31 0.31 0.00
H -2.42132 4.23805 -3.85726 -0.12 -0.03 -0.05 0.00
C -4.24298 4.77221 5.90993 0.94 -1.59 1.45 0.02
C -3.05582 4.12776 5.01163 -1.60 2.68 0.99 -0.04
C -1.77994 4.73607 5.62720 1.74 -0.29 0.37 0.03
C -0.45981 4.24932 4.99584 -0.98 -1.67 0.58 -0.01
C -0.41428 2.70566 5.24049 1.15 1.18 0.20 0.01
C -1.66335 1.86893 4.90987 1.78 -0.23 0.12 -0.02
N -2.89651 2.61651 5.19952 -1.50 0.40 -1.46 0.71
O -4.06879 1.86849 5.06074 1.63 1.93 0.35 0.10
C -1.60340 1.54194 3.39192 -0.38 1.09 -0.46 0.12
C -1.48151 0.54936 5.68445 -1.12 0.22 0.40 0.03
C -3.23846 4.66608 3.56964 0.89 -1.29 -1.03 0.06
H -4.07715 5.82526 6.13728 0.23 0.08 -0.88 0.00
H -4.08165 4.35699 6.90475 0.13 -0.23 0.32 0.00
H -5.31436 4.59820 5.81012 0.22 -0.21 -1.21 0.00
H -1.62937 5.80081 5.80537 -1.33 0.50 -1.15 0.00
H -1.73920 4.49528 6.68949 -0.06 -0.88 0.18 -0.01
H 0.35378 4.73570 5.53400 0.13 -0.18 -0.19 0.00
H -0.32638 4.41276 3.92645 -0.30 0.48 0.02 0.00
H -0.06919 2.53008 6.25940 -0.48 0.03 0.29 0.01
H 0.42801 2.32410 4.66338 -0.21 -0.36 -0.28 0.00
H -1.20370 2.42602 2.89519 -0.12 0.05 -0.19 0.00
H -0.87371 0.76198 3.17442 -0.32 -0.25 0.32 0.00
H -2.58650 1.34837 2.96283 0.14 -0.38 0.06 -0.01
H -2.26656 -0.17217 5.45819 0.15 -0.18 -0.25 0.00
H -0.50360 0.14558 5.42227 -0.19 0.01 -0.06 0.00
H -1.50755 0.70930 6.76234 0.12 0.12 0.07 -0.01
H -2.87931 5.69256 3.49588 -0.11 -0.01 0.46 0.00
H -4.20185 4.61036 3.06281 -0.28 -0.15 0.83 0.00
H -2.58508 4.09519 2.90988 0.20 0.09 -0.15 -0.01
H -4.01237 1.32276 5.84851 -0.35 -0.98 0.34 0.01
C 4.09400 1.20094 0.15630 -0.54 1.24 -0.13 0.00
C 3.48546 2.65305 -0.02955 -0.23 -0.99 -1.66 0.00
C 2.04970 2.66365 0.59432 0.77 1.05 2.48 0.00
C 2.15549 2.99894 2.11938 -0.43 -2.44 -0.53 0.00
C 2.97199 4.18671 2.42858 0.83 -0.16 0.72 0.00
C 4.42174 4.03424 1.91194 0.69 3.40 -0.35 0.00
N 4.39131 3.71377 0.47912 -1.51 0.41 0.03 0.00
O 5.67765 3.75330 -0.16470 -1.05 -0.43 0.77 0.00
C 4.97209 5.51774 2.09832 -0.43 -0.07 -2.58 0.00
C 5.34920 3.19262 2.72862 -0.44 -0.75 0.67 0.00
C 3.25160 2.89139 -1.56416 0.67 0.96 0.46 0.00
H 4.35446 1.05590 1.20475 0.12 -0.20 -0.10 0.00
H 4.96509 1.09423 -0.49015 0.10 0.00 0.23 0.00
H 3.35247 0.46180 -0.14684 0.00 -0.03 0.04 0.00
H 1.31885 3.40259 0.26581 0.36 0.00 -1.08 0.00
H 1.62270 1.66127 0.56228 0.01 0.12 -0.45 0.00
H 2.59400 2.09531 2.54279 0.62 -0.04 0.35 0.00
H 1.17855 2.93014 2.59788 -0.45 0.67 -0.13 0.00
H 3.12295 4.30719 3.50132 -0.22 -0.16 0.32 0.00
H 2.48179 5.11724 2.14237 0.25 0.05 -0.63 0.00
H 4.54683 6.09694 2.91794 0.59 -0.48 0.45 0.00
H 6.03139 5.62352 1.86429 0.33 -0.31 1.16 0.00
H 4.63038 6.06466 1.21957 -0.69 0.16 -0.20 0.00
H 5.65125 3.67172 3.65993 -0.32 0.15 0.10 0.00
H 4.77342 2.30209 2.98066 0.78 -0.64 0.09 0.00
H 6.28740 3.04395 2.19404 -0.26 -0.50 -0.18 0.00
H 4.20611 2.94892 -2.08730 0.04 -0.85 -0.16 0.00
H 2.88558 3.89681 -1.77212 -0.40 0.24 0.55 0.00
H 2.51224 2.23891 -2.02861 0.35 -0.44 0.13 0.00
H 5.58411 4.58672 -0.63187 0.33 0.09 -0.25 0.00
C 2.51332 -4.88450 1.91788 -1.00 -0.73 -0.77 0.00
C 2.96103 -6.14109 1.04512 0.33 1.39 0.44 0.00
C 3.44363 -7.21304 2.06197 0.71 0.59 -0.84 0.00
C 3.71111 -8.50965 1.38675 -1.23 -1.41 -0.46 0.00
C 2.54521 -8.99509 0.55240 -0.57 0.54 -0.74 0.00
C 1.88744 -7.98651 -0.43931 0.21 0.61 -0.15 0.00
N 1.83556 -6.64564 0.22114 -0.13 -2.04 1.69 0.00
O 1.09565 -5.71587 -0.52036 0.69 0.35 0.22 0.00
C 2.63853 -7.96875 -1.79183 0.07 0.40 0.09 0.00
C 0.45933 -8.46492 -0.74860 -0.07 0.89 -0.13 0.00
C 4.14894 -5.69683 0.17998 0.36 -0.48 -0.08 0.00
H 2.32105 -3.98310 1.33597 0.08 -0.10 -0.37 0.00
H 3.14917 -4.56767 2.74457 0.54 -0.55 -0.21 0.00
H 1.55931 -5.15665 2.36943 -0.21 -0.02 0.14 0.00
H 4.45842 -6.99721 2.39616 -0.12 1.06 0.40 0.00
H 2.83181 -7.32151 2.95753 -0.39 0.08 -0.24 0.00
H 3.71993 -9.25993 2.17739 1.03 -0.21 -0.07 0.00
H 4.59368 -8.52482 0.74728 0.29 0.14 0.48 0.00
H 1.78104 -9.31691 1.25992 -0.25 -0.20 -0.20 0.00
H 2.90119 -9.83152 -0.04907 -0.34 -0.30 0.09 0.00
H 3.68039 -7.67427 -1.66572 0.17 -0.51 -0.02 0.00
H 2.50449 -8.92821 -2.29138 0.49 -0.17 0.15 0.00
H 2.25755 -7.25300 -2.52030 -0.45 0.27 0.28 0.00
H -0.12744 -8.55238 0.16581 0.08 -0.60 0.06 0.00
H -0.09152 -7.72926 -1.33464 0.25 0.26 -0.12 0.00
H 0.49046 -9.33832 -1.39997 -0.09 -0.37 0.56 0.00
H 3.84463 -5.35377 -0.80886 -0.18 0.68 0.34 0.00
H 4.82505 -6.50908 -0.08687 0.02 -0.30 0.31 0.00
H 4.73991 -4.98888 0.76106 0.07 0.31 -0.44 0.00
H 0.35580 -5.58546 0.07731 -0.51 0.31 -0.26 0.00
```
Forces are in eV/Å.